(1)
A 2-piece molecular cluster, C2H6O3 overall, computed with wB97M-V/def2-TZVPD.

Last column: Mulliken charge in e.
Positions of all 11 atoms, in Å:
O  -1.86  -0.22  1.92  -0.0090
O  1.05  -0.01  -1.48  -0.3256
O  -2.78  0.27  1.32  -0.0092
C  2.45  -0.05  -1.56  -0.6461
C  0.65  0.01  -0.13  -0.4917
H  1.23  0.74  0.48  0.2831
H  2.88  0.87  -1.10  0.2790
H  0.75  -0.97  0.33  0.2862
H  2.87  -0.89  -1.02  0.2855
H  -0.41  0.30  -0.09  0.1099
H  2.75  -0.14  -2.61  0.2380

The calculation puts the frontier orbital gap at 0.2805 Ha. The value obtained for the molar mass is 78.07 g/mol. The calculation puts the lowest unoccupied orbital energy at -2.2 eV. The calculated total energy is -305.3031 hartree. The SMILES is COC.O=O. Its total charge is 0.

=====

(2)
C2H6O3P as an isolated structure, computed with wB97M-V/def2-TZVPD.

Last column: Mulliken charge in e.
Positions of all 12 atoms, in Å:
P  1.53  -0.17  0.19  0.5404
O  1.89  -1.57  -0.08  -0.7050
O  -0.33  1.61  0.01  -0.5027
O  2.45  0.94  0.05  -0.6307
C  -0.15  0.30  -0.47  0.0941
C  -1.37  -0.68  -0.27  -1.1696
H  0.27  1.54  0.82  0.2686
H  -1.15  -1.73  -0.05  0.3142
H  -2.02  -0.47  -1.07  0.3262
H  0.79  0.33  1.80  -0.0027
H  -1.88  -0.29  0.62  0.2450
H  -0.04  0.19  -1.54  0.2221

The calculation puts the frontier orbital gap at 0.3224 Ha. The value obtained for the molar mass is 109.04 g/mol. The calculation puts the lowest unoccupied orbital energy at 4.2 eV. The calculated total energy is -646.9377 hartree. Its total charge is -1.

=====

(3)
A 2-piece molecular cluster, C2H6O3P overall, computed with wB97M-V/def2-TZVPD.

Last column: Mulliken charge in e.
Positions of all 12 atoms, in Å:
P  -1.36  -0.53  -0.09  0.6766
O  0.97  1.62  0.83  -0.5329
O  -1.54  0.15  1.24  -0.6782
O  -1.39  0.20  -1.41  -0.6430
C  -2.00  -2.18  0.09  -0.7837
C  2.05  1.29  -0.21  -0.5765
H  2.76  0.54  0.02  0.2813
H  2.65  2.23  -0.37  0.2111
H  1.61  0.98  -1.14  0.2446
H  -1.90  -2.59  1.10  0.1766
H  -1.88  -2.92  -0.64  0.2657
H  0.03  1.22  0.59  0.3584

The calculation puts the frontier orbital gap at 0.2758 Ha. The value obtained for the molar mass is 109.04 g/mol. The calculation puts the lowest unoccupied orbital energy at 3.9 eV. The calculated total energy is -646.9125 hartree. Its total charge is -1.

=====

(4)
A 2-piece molecular cluster, C2H6O3S overall, computed with wB97M-V/def2-TZVPD.

Last column: Mulliken charge in e.
Positions of all 12 atoms, in Å:
S  0.00  0.00  0.00  -0.1773
O  1.50  -1.80  -1.30  -0.2035
O  1.55  -7.18  -2.26  -0.6431
O  2.88  -3.46  -0.49  -0.5042
C  1.19  -1.34  -0.01  -0.3881
C  2.31  -2.88  -1.43  0.2181
H  2.49  -3.16  -2.49  0.3487
H  2.36  -7.71  -2.40  0.3220
H  -1.01  -0.82  -0.35  0.1267
H  0.68  -2.18  0.51  0.2897
H  1.18  -7.50  -1.41  0.3224
H  2.05  -1.03  0.62  0.2887

The calculation puts the frontier orbital gap at 0.3836 Ha. The value obtained for the molar mass is 110.13 g/mol. The calculation puts the lowest unoccupied orbital energy at 0.7 eV. The calculated total energy is -703.6901 hartree. The SMILES is O=COCS.O. Its total charge is 0.

=====

(5)
One molecule with the formula C2H6O3S2, computed with wB97M-V/def2-TZVPD.

Last column: Mulliken charge in e.
Positions of all 13 atoms, in Å:
S  -0.26  1.41  0.08  0.5532
S  -2.92  -0.31  0.40  0.4315
O  -1.28  0.11  0.08  -0.3068
O  -0.48  2.17  1.30  -0.5405
O  -2.94  -1.77  0.51  -0.4319
C  1.62  -0.45  -0.73  -1.1387
C  1.36  0.37  0.46  -0.4474
H  2.14  -0.10  -1.60  0.3233
H  0.70  -0.92  -0.97  0.3110
H  -3.41  0.12  -1.04  0.1421
H  2.09  1.04  0.75  0.4655
H  1.15  -0.41  1.25  0.2470
H  2.23  -1.24  -0.49  0.3918

The calculation puts the frontier orbital gap at 0.3498 Ha. The value obtained for the molar mass is 142.20 g/mol. The calculation puts the lowest unoccupied orbital energy at 0.1 eV. The calculated total energy is -1101.7713 hartree. Its total charge is 0.

=====

(6)
One molecule with the formula C2H6O4, computed with wB97M-V/def2-TZVPD.

Last column: Mulliken charge in e.
Positions of all 12 atoms, in Å:
O  -1.00  -0.89  -0.99  -0.3105
O  -1.73  0.22  -1.46  -0.3341
O  0.97  -0.13  -0.84  -0.2453
O  2.16  -0.02  0.21  -0.4154
C  -0.44  0.57  1.05  -1.2164
C  0.07  -0.50  0.12  0.6128
H  -1.34  0.40  -2.33  0.3259
H  0.26  0.68  1.88  0.3692
H  -1.43  0.28  1.42  0.3473
H  -0.54  1.51  0.53  0.2946
H  0.24  -1.48  0.58  0.2383
H  2.77  -0.66  -0.17  0.3339

The calculation puts the frontier orbital gap at 0.3812 Ha. The value obtained for the molar mass is 94.07 g/mol. The calculation puts the lowest unoccupied orbital energy at 0.4 eV. The calculated total energy is -380.5262 hartree. The SMILES is CC(OO)OO. Its total charge is 0.

=====

Results for ΔE to the lowest compared entry with this formula, charge and spin: 654.9, 183.6, 249.8, 59.9, 276.7, 654.4 (in kJ/mol, following the order of the records).